ORCA calculation (ωB97M-V with the def2-TZVPD basis set) on one molecule with the formula C2H9P3 in a non-equilibrium geometry.

Geometry as XYZ:
```
14
Properties=species:S:1:pos:R:3:forces:R:3
H -2.2717 -0.5757 0.8856 -0.21 -0.20 0.00
H 1.5620 -0.2861 1.2968 0.49 -0.57 0.11
H 1.3762 1.4119 1.6114 0.08 -0.76 -1.49
C 1.5700 0.6548 0.7717 -2.88 0.37 0.62
H 1.0449 -1.6555 -0.7357 0.49 -1.20 0.23
C 0.4353 0.6144 -0.3277 0.27 -3.01 1.33
P -2.4653 -0.7226 -0.5049 -1.03 -0.62 0.26
H -3.6850 -1.6347 -0.4818 1.64 0.40 0.11
H 2.4824 0.8468 0.3095 1.76 0.33 -0.53
H 0.3349 2.8811 -0.6312 -0.04 0.32 -0.70
P -0.6961 1.9211 -0.4369 0.05 2.65 0.21
H -0.6148 2.5359 0.8900 -0.54 -0.86 -0.15
H -0.3947 -0.9920 -2.4083 0.72 -0.30 2.48
P -0.1481 -0.9912 -0.8470 -0.80 3.45 -2.49
```
Positions in Å, forces in eV/Å.

Properties
- SMILES: CC(P)=[PH2]P
- ΔE to the lowest compared entry with this formula, charge and spin: 3.618 eV
- HOMO (spin up / spin down): -7.26 / -7.27 eV
- E_LUMO (spin up / spin down): -0.0273 / -0.0273 hartree
- Molecular weight: 126.0 g/mol
- Net charge: 0
- Kohn-Sham gap (spin up / spin down): 6.5 / 6.5 eV